ORCA calculation (the ωB97M-V functional and the def2-TZVPD basis) on C39H37HfN11OS5 as an isolated structure in a non-equilibrium geometry.

Cartesian coordinates (Å):
C -3.005 -4.779 0.797
C -2.335 -3.639 0.471
H -3.615 -4.882 1.688
H 1.420 1.582 -2.892
S 3.684 -1.037 -2.941
H -0.990 1.586 3.764
H -2.190 3.700 4.105
C 0.068 3.237 1.040
C -2.095 5.972 2.575
H -1.484 6.817 2.249
H 2.002 -3.402 3.507
H 4.549 -0.166 -0.379
N -2.034 1.643 -0.228
H -2.675 1.221 1.619
H 3.277 -1.906 4.221
C 1.639 4.000 -0.728
H -3.388 -0.321 -0.709
C -5.873 -0.797 2.098
C -1.383 4.656 2.356
H -1.867 2.627 -0.114
C -1.546 3.584 3.238
H 1.672 2.654 3.467
H 3.049 0.132 0.410
C 4.255 -0.193 6.088
C 3.301 0.090 4.952
H 1.219 -2.988 -0.682
H -3.031 6.003 2.011
H 3.153 2.199 5.332
H 5.286 0.001 5.784
C -3.745 -1.872 1.410
N 0.686 1.991 -0.964
C 1.612 -3.792 1.349
O -1.513 -1.294 0.573
C -0.079 2.172 1.917
C 2.017 3.518 -1.959
C -2.282 -2.326 1.270
C -2.116 -5.442 -1.238
N 1.390 -1.601 0.887
H -1.853 -6.007 -2.124
C -0.279 -1.130 -3.075
H 1.878 4.929 -0.225
C -2.866 -5.820 -0.173
C -5.989 -1.471 0.921
S -1.706 -3.991 3.553
H 4.041 0.451 6.943
C -1.183 -3.241 4.997
S -1.579 -3.826 -1.062
C 1.398 2.270 -2.056
H 1.657 -4.867 1.233
S -2.593 -1.539 -3.964
C 2.007 -0.653 3.035
C 1.806 -3.065 2.500
S -4.300 -0.938 2.751
H -0.425 5.261 0.536
C -1.349 -1.480 3.515
C 2.831 1.376 4.697
H -3.323 -6.798 -0.076
C 1.158 -1.057 -2.839
H -1.328 -0.450 3.182
N 0.842 3.077 -0.153
H -0.697 -1.233 5.632
C -0.891 -1.661 -4.139
N 0.619 0.937 1.705
C 1.507 0.622 2.786
C -2.391 -0.777 -2.433
C -1.741 -2.499 2.698
H -0.449 -2.113 -5.020
H 2.658 3.996 -2.685
C -0.897 2.380 3.028
N 3.553 -0.052 -0.443
N -3.063 1.254 0.695
C 1.372 -2.841 0.373
H -4.367 -0.629 -2.073
H -3.815 1.930 0.707
H -2.340 6.112 3.628
H -6.637 -0.258 2.646
H 4.193 -1.231 6.418
H -6.914 -1.540 0.358
C 2.885 -0.530 -1.504
Hf -0.104 -0.098 -0.001
C 1.983 1.632 3.639
C -0.567 4.455 1.252
H -2.474 1.508 -1.130
H -4.662 -2.723 -0.347
N -1.120 -0.597 -2.080
H 2.102 -1.700 -4.707
H -1.029 -3.841 5.891
C 2.156 -1.342 -3.687
N 1.671 -1.764 2.203
C 2.892 -0.901 4.084
C -1.027 -1.900 4.841
N -3.461 -0.355 -1.730
N 1.567 -0.605 -1.583
C -4.766 -2.097 0.536

E_tot, eV: -114957.7832
Spin multiplicity: 1
HOMO level, eV: -12.61
ΔE to the lowest compared entry with this formula, charge and spin, kJ/mol: 0.0
F_max, eV Å⁻¹: 1.62
LUMO level, eV: -4.725
Total charge: +2